(1)
14
Properties=species:S:1:pos:R:3:forces:R:3 method="wB97M-V/def2-TZVPD" e_homo_ev=-7.957 multiplicity=1 smiles="SN1C=NNCC1" e_tot_ha=-680.868086 de_lowest_kj_mol=299.7 largest_force_ev_per_a=4.6
S -0.93389 2.56525 0.55412 -1.304 0.282 -0.089
N -0.32667 1.10107 0.04849 -0.344 -1.814 -1.681
C -0.59610 0.53228 -1.26366 -0.513 0.918 0.618
N -0.31659 -0.64929 -1.62302 0.740 -1.334 0.448
N 0.25484 -1.58713 -0.73713 0.298 -0.647 -4.562
C 0.48645 -1.24536 0.59615 1.240 0.766 0.999
C 0.60854 0.29172 0.81964 2.586 0.178 -1.616
H -2.35023 2.37523 0.63862 1.605 -0.242 0.082
H -1.14322 1.09649 -2.06280 0.681 0.075 1.295
H 0.82229 -2.30736 -1.33087 -1.364 2.145 2.110
H 1.44152 -1.74622 0.89120 -0.880 0.436 0.371
H -0.34658 -1.55784 1.15787 -0.911 -0.797 1.222
H 1.67591 0.48844 0.49583 -0.929 0.197 -0.398
H 0.72374 0.64274 1.81556 -0.906 -0.164 1.200

(2)
14
Properties=species:S:1:pos:R:3:forces:R:3 method="wB97M-V/def2-TZVPD" e_homo_ev=-8.302 multiplicity=1 e_tot_ha=-680.786112 de_lowest_kj_mol=514.9 largest_force_ev_per_a=5.9
C -1.03580 -2.62042 -0.42979 -2.167 -0.458 -1.305
C -1.09953 -1.08710 -0.74455 0.511 2.041 2.145
C 1.36191 0.91465 0.63331 -1.013 -2.145 0.557
H -0.09068 -3.12369 -0.09577 -0.769 0.921 -0.609
H -1.48704 -3.06850 -1.47419 1.414 0.578 2.713
H -1.86371 -2.90062 0.38908 1.736 0.919 -1.761
H -1.84194 -0.74755 -1.47580 -0.186 -0.698 0.302
H 2.45491 1.08335 1.02193 -2.138 -1.250 -0.786
H -0.55397 1.93167 0.46664 5.327 0.480 -1.315
H 1.68513 4.26080 1.12522 -0.184 -0.968 -0.778
N -0.58827 0.02032 -0.20725 0.799 -2.957 -0.776
N 0.62015 -0.19089 0.54599 1.534 -0.118 0.257
N 0.72981 2.01713 0.30345 -3.288 4.879 0.217
S 1.70904 3.51085 -0.05828 -1.576 -1.225 1.139

(3)
14
Properties=species:S:1:pos:R:3:forces:R:3 method="wB97M-V/def2-TZVPD" e_homo_ev=-7.742 multiplicity=1 smiles="[H]/N=C/NC(=S)NC" e_tot_ha=-680.946958 de_lowest_kj_mol=92.6 largest_force_ev_per_a=2.4
H -2.16423 3.02911 1.05185 -0.137 1.290 0.234
N -1.98804 2.07663 0.85829 1.211 -1.529 -0.603
C -0.78374 1.91967 0.48014 -0.060 0.450 0.036
N -0.17769 0.70655 0.10933 -0.896 -1.329 -0.032
C -0.70763 -0.60626 0.07442 -1.076 1.177 1.130
S -2.25725 -0.98779 0.55180 0.426 -0.026 -0.406
N 0.16305 -1.56147 -0.26726 1.661 0.114 -0.443
C 1.57223 -1.42917 -0.63495 -0.612 2.044 1.001
H -0.04267 2.75609 0.37963 -0.522 -0.692 0.097
H 0.79512 0.73366 -0.09392 0.533 0.491 -0.092
H -0.15628 -2.49282 -0.34070 -0.956 -0.555 0.249
H 1.63539 -0.66217 -1.41637 0.438 -0.291 -0.078
H 1.90304 -2.36857 -0.98407 0.448 -0.865 -0.486
H 2.20870 -1.11347 0.23179 -0.458 -0.279 -0.606

(4)
14
Properties=species:S:1:pos:R:3:forces:R:3 method="wB97M-V/def2-TZVPD" e_homo_ev=-8.776 multiplicity=1 smiles="[H]/N=C1/NCCN1S" e_tot_ha=-680.883316 de_lowest_kj_mol=259.7 largest_force_ev_per_a=5.1
H -0.60748 -1.59455 1.40927 -2.891 1.201 -1.268
N -1.45016 -1.17917 0.78247 2.105 -1.509 0.207
C -0.81181 -0.44336 -0.04979 -3.554 -0.057 0.959
N -1.35528 0.29470 -1.17108 -1.405 -3.603 -1.299
C -0.18082 0.49371 -2.14868 -2.074 -3.633 2.855
C 0.79308 0.77548 -1.05795 0.604 1.051 0.536
N 0.42752 -0.00715 0.17860 2.415 0.904 -2.759
S 1.13390 -0.07522 1.66349 0.895 1.126 0.925
H -2.10742 -0.34862 -1.64571 1.640 1.761 1.403
H -0.59102 1.16107 -2.80269 0.114 2.834 -1.461
H -0.04966 -0.39906 -2.76952 0.530 -0.294 0.464
H 0.56523 1.75885 -0.80447 -0.196 2.130 0.577
H 1.78962 0.82254 -1.37531 1.719 -0.791 0.028
H 0.70101 1.08962 2.38107 0.098 -1.120 -1.167

(5)
14
Properties=species:S:1:pos:R:3:forces:R:3 method="wB97M-V/def2-TZVPD" e_homo_ev=-10.225 multiplicity=1 e_tot_ha=-572.216383 de_lowest_kj_mol=163.4 largest_force_ev_per_a=5.1
C -2.28707 -0.63219 0.53225 -1.227 -1.047 1.352
C -1.53102 1.22729 0.10632 2.810 2.242 -0.977
C 2.13534 -0.90832 0.10776 -1.921 1.401 1.837
N -2.59100 0.64168 0.44528 -2.906 1.677 -0.175
N -1.08762 -1.00278 0.49024 3.500 1.428 -2.358
N -0.40812 0.48370 -0.04088 -3.359 -3.266 2.032
Si 1.16771 0.46946 -0.79014 0.902 -0.018 0.272
H -3.14773 -1.21456 0.77050 0.075 -1.344 0.251
H -1.58674 2.31215 0.01643 0.687 -0.164 -0.309
H 1.36669 -1.63715 0.29692 -0.401 -0.966 -0.821
H 2.99282 -1.31075 -0.34508 1.027 -0.475 -0.564
H 2.26685 -0.72700 1.21546 0.554 0.680 -1.207
H 1.51949 1.85796 -0.50523 0.474 0.318 0.090
H 1.19042 0.44052 -2.29983 -0.215 -0.466 0.577

(6)
14
Properties=species:S:1:pos:R:3:forces:R:3 method="wB97M-V/def2-TZVPD" e_homo_ev="-13.599 / -13.600" multiplicity=1 total_charge=+1 e_tot_ha=-337.102762 de_lowest_kj_mol=529.0 largest_force_ev_per_a=5.4
C -1.63069 -0.34643 0.02465 0.557 -0.609 -0.680
C -1.47363 0.91015 0.54584 0.627 0.037 0.368
C 1.82672 -1.34095 -0.37925 -3.112 0.319 2.923
N -1.10342 -1.16738 -0.61625 -1.349 -0.962 0.081
N -2.26013 1.76342 1.05955 2.573 0.474 -0.364
N 0.88165 0.82812 -0.33404 -2.330 0.077 -4.816
N 0.95102 -0.28625 -0.91418 3.115 1.046 3.386
H 1.16458 -2.16209 -0.40886 -0.365 -1.537 0.131
H 2.63887 -1.56209 -0.94819 2.465 -0.002 -1.732
H 2.02569 -1.15190 0.70022 0.195 0.050 -0.954
H -3.20763 1.68024 1.25376 -2.231 -0.211 0.318
H 1.31601 0.79649 0.52659 1.476 -0.345 2.496
H -1.75425 2.60475 1.29314 -0.650 0.548 0.396
H 0.62520 -0.56608 -1.80298 -0.971 1.117 -1.554